Record 1
DFT (wB97M-V/def2-TZVPD) results for an isolated molecule of C22H25N3O5S at a distorted geometry.

Structure (XYZ):
```
56
Properties=species:S:1:pos:R:3:forces:R:3:mulliken_charge:R:1
C -5.1182 0.2155 -0.9766 0.4 0.2 0.0 -1.088
C -3.9148 1.0229 -1.4504 -0.3 0.1 -0.1 -0.299
O -2.7019 0.6360 -0.8393 0.2 -0.2 0.1 -0.104
C -1.9749 -0.4052 -1.4299 0.0 -0.4 -0.5 -0.573
O -0.6110 -0.1876 -1.1882 -0.3 -0.1 0.0 0.329
C -0.0965 1.0698 -1.6008 0.1 0.3 -0.1 -0.119
C -0.0110 1.2199 -3.1178 -0.1 -0.1 0.4 -1.640
H 0.3662 0.3034 -3.5653 0.1 -0.1 -0.1 0.305
H 0.6590 2.0379 -3.3669 0.1 0.1 -0.1 0.429
H -0.9870 1.4336 -3.5466 -0.1 0.0 -0.1 0.411
H 0.8991 1.1034 -1.1511 -0.1 0.1 0.0 0.165
H -0.7003 1.8757 -1.1677 0.1 -0.1 0.0 0.415
C -2.2882 -1.8095 -0.8743 0.1 0.5 0.1 -1.092
H -1.4383 -2.4362 -1.1439 -0.1 0.0 -0.1 0.407
H -3.1778 -2.2068 -1.3616 0.0 0.0 0.0 0.485
C -2.5137 -1.8303 0.6453 -0.4 -0.3 -0.4 -1.384
N -1.6828 -0.8709 1.3413 -0.2 0.2 0.2 0.108
C -0.3336 -1.0090 1.4047 0.8 0.1 0.3 0.208
N 0.4962 -0.1293 1.8355 0.1 -0.3 0.0 -0.022
C -0.0020 1.0892 2.2080 -0.6 0.3 0.1 0.353
C 0.8805 2.1150 2.5629 -0.1 0.1 0.0 -0.449
C 0.3877 3.3370 2.9587 0.1 -0.1 0.0 -0.537
C -0.9861 3.5676 3.0170 -0.2 0.0 0.0 -0.665
C -1.8669 2.5681 2.6713 0.0 0.0 0.0 -0.801
C -1.3859 1.3240 2.2611 0.4 0.2 0.0 0.420
C -2.3096 0.2712 1.8614 -0.1 -0.1 0.2 0.613
O -3.5172 0.3218 1.9682 -0.1 0.2 0.0 -0.724
H -2.9356 2.7173 2.7018 -0.1 0.0 0.0 0.492
H -1.3550 4.5319 3.3326 0.0 0.1 0.0 0.400
H 1.0722 4.1282 3.2287 0.1 0.1 0.0 0.427
H 1.9412 1.9271 2.5109 0.1 0.0 0.0 0.371
S 0.3199 -2.5697 0.9416 0.2 -0.6 0.1 -0.165
C 2.0896 -2.2888 1.2840 -0.6 0.0 0.1 -1.148
C 2.6811 -1.2689 0.3674 0.3 0.2 -0.2 0.527
C 2.5498 -1.4003 -1.0065 0.1 0.1 -0.2 0.467
C 3.1113 -0.4439 -1.8407 0.2 0.2 1.3 -0.550
C 3.7984 0.6511 -1.3294 -0.1 -0.1 -0.3 -0.461
C 3.9224 0.7778 0.0406 0.0 -0.1 0.0 -0.677
C 3.3691 -0.1749 0.8812 0.1 -0.1 -0.2 -0.538
H 3.4665 -0.0713 1.9507 0.0 0.0 0.1 0.401
H 4.4493 1.6232 0.4558 0.0 0.1 0.0 0.412
H 4.2165 1.3783 -2.0081 0.0 0.0 0.0 0.519
N 2.9705 -0.5820 -3.2666 0.0 -0.1 -0.6 1.129
O 2.3760 -1.5526 -3.6865 -0.2 -0.2 -0.1 -0.614
O 3.4526 0.2830 -3.9677 0.1 0.2 -0.2 -0.641
H 2.0061 -2.2274 -1.4377 0.0 0.0 0.0 0.437
H 2.1787 -1.9862 2.3255 0.1 -0.1 0.0 0.398
H 2.5471 -3.2684 1.1357 -0.1 0.0 0.1 0.467
H -2.3219 -2.8353 1.0333 -0.1 0.1 0.0 0.405
H -3.5418 -1.5426 0.8782 0.2 -0.2 0.0 0.547
H -2.1712 -0.4110 -2.5228 0.0 0.1 0.2 0.739
H -3.8162 0.9658 -2.5451 0.0 0.1 0.1 0.299
H -4.0452 2.0702 -1.1623 0.0 -0.1 -0.1 0.312
H -6.0302 0.6711 -1.3529 -0.1 0.0 -0.1 0.459
H -5.0698 -0.8113 -1.3310 0.0 -0.1 0.0 0.238
H -5.1403 0.2194 0.1100 -0.1 0.0 0.1 0.198
```
Forces are in eV/Å.

Properties
- SMILES: CCOC(CCn1c(SCc2cccc([N+](=O)[O-])c2)nc2ccccc2c1=O)OCC
- Spin multiplicity: 1
- Energy above the lowest of the compared OMol25 structures with the same formula, charge and spin: 106.1 kcal per mole

=====

Record 2
DFT (wB97M-V/def2-TZVPD) results for an isolated molecule of C22H25N3O5S2 at a distorted geometry.

Structure (XYZ):
```
57
Properties=species:S:1:pos:R:3:forces:R:3:mulliken_charge:R:1
C 2.8417 3.8711 -1.4947 0.0 0.1 -0.1 -0.787
H 3.8070 3.9485 -2.0065 0.0 0.0 0.0 0.345
O 2.9872 3.4067 -0.1778 0.0 -0.1 0.3 -0.459
C 3.5720 2.1839 0.0215 0.0 -0.1 0.2 0.572
C 3.9953 1.3282 -0.9887 0.0 0.3 0.0 -0.070
C 4.5721 0.1029 -0.6927 0.3 -0.2 0.2 0.419
C 4.7526 -0.2765 0.6427 -0.1 0.3 -0.2 0.583
C 4.3071 0.5707 1.6512 0.1 -0.2 0.0 -0.539
C 3.7197 1.7817 1.3439 -0.1 0.2 -0.3 -0.945
H 3.3682 2.4363 2.1250 0.0 0.1 0.1 0.443
H 4.4063 0.2901 2.6870 0.0 -0.1 0.1 0.387
O 5.3769 -1.4693 0.8526 0.0 0.2 -0.3 -0.415
C 5.2932 -2.0477 2.1335 -0.1 -0.1 0.2 -0.976
H 4.2492 -2.1662 2.4357 0.0 0.0 0.0 0.380
H 5.8387 -1.4625 2.8813 0.0 0.0 0.0 0.347
H 5.7563 -3.0291 2.0416 0.0 0.1 0.1 0.267
C 4.8973 -0.8725 -1.7896 -0.1 -0.1 0.2 -1.188
H 4.8112 -0.3806 -2.7609 0.1 0.0 0.0 0.375
H 5.9140 -1.2486 -1.6749 0.0 0.0 -0.1 0.323
C 3.9253 -2.0657 -1.7176 0.2 -0.1 0.0 -0.810
N 2.5644 -1.6216 -1.5292 0.1 0.0 -0.4 -0.160
C 1.9327 -1.7151 -0.3340 -0.2 0.0 -0.2 0.461
O 2.3454 -2.3942 0.5871 0.1 -0.2 0.3 -0.653
C 0.6533 -0.9531 -0.2464 -0.2 0.1 0.2 0.562
C -0.4203 -1.5108 0.4408 0.3 0.1 -0.2 -0.928
C -1.6122 -0.8283 0.5761 -0.1 0.0 0.1 -0.540
C -1.7401 0.4499 0.0397 0.5 -0.2 0.0 1.232
C -0.6576 1.0273 -0.6231 -0.1 0.0 0.0 -1.365
C 0.5230 0.3291 -0.7707 -0.1 -0.1 0.0 -0.202
H 1.3606 0.8017 -1.2620 0.1 0.1 0.0 0.087
H -0.7455 2.0293 -1.0195 0.0 0.1 0.0 0.267
N -2.9063 1.2009 0.1546 0.3 0.6 -0.3 -0.094
C -4.1015 0.8111 0.6249 -1.1 0.3 0.4 0.553
N -4.4103 -0.2913 1.1522 0.9 -0.4 0.0 -0.419
C -5.7800 -0.4670 1.4987 0.0 0.2 0.5 -0.546
C -6.3279 -1.6474 0.7090 -0.3 0.5 -0.5 -0.928
H -7.2030 -2.1062 1.1571 -0.1 -0.1 0.0 0.348
H -5.5556 -2.3813 0.5085 0.0 0.0 -0.1 0.472
S -6.8793 -0.8508 -0.8269 -0.6 -0.3 0.1 1.091
O -5.7579 -0.3918 -1.5921 0.3 0.2 0.1 -0.558
O -7.8755 -1.6340 -1.4996 -0.3 -0.1 0.1 -0.703
C -7.6377 0.5400 0.0741 0.3 -0.6 -0.4 -0.906
C -6.6138 0.8298 1.1506 0.2 0.5 0.3 0.031
H -7.0787 1.2471 2.0460 0.0 -0.1 -0.1 0.530
S -5.4020 2.0465 0.5501 0.2 0.0 0.2 -0.283
H -8.5803 0.1708 0.4689 -0.1 -0.1 0.0 0.343
H -7.8079 1.3808 -0.5908 0.0 -0.1 -0.2 0.496
H -5.8391 -0.6667 2.5767 -0.1 0.0 -0.2 0.423
H -2.8787 2.1207 -0.2632 0.0 -0.2 0.1 0.173
H -2.4488 -1.2641 1.0947 0.0 0.0 0.0 0.537
H -0.3039 -2.4953 0.8676 0.0 -0.1 0.1 0.460
H 2.1793 -1.0085 -2.2301 -0.1 -0.1 0.1 0.235
H 4.1673 -2.6855 -0.8534 0.0 0.0 -0.2 0.438
H 3.9957 -2.6674 -2.6287 0.0 0.0 0.1 0.366
H 3.8781 1.5994 -2.0281 0.0 0.0 -0.1 0.419
H 2.4007 4.8634 -1.4114 0.0 -0.1 -0.1 0.251
H 2.1722 3.2309 -2.0809 0.0 0.0 0.0 0.259
```
Forces are in eV/Å.

Properties
- SMILES: COc1ccc(OC)c(CCNC(=O)c2ccc(NC3=N[C@@H]4CS(=O)(=O)C[C@@H]4S3)cc2)c1
- Spin multiplicity: 1
- Energy above the lowest of the compared OMol25 structures with the same formula, charge and spin: 34.2 kcal per mole

=====

Respective molecular weight values: 443.525 475.592 g mol⁻¹.